[1]
61
Properties=species:S:1:pos:R:3 method="wB97M-V/def2-TZVPD" total_charge=+3 spin_multiplicity=5 de_lowest_kcal_mol=8.7 gap_ev="7.75 / 6.01" fmax_ev_per_a=5.150 e_lumo_ha="-0.3121 / -0.4634"
Ir -0.518 0.450 1.023
P -2.076 -1.236 1.262
P 0.786 -0.186 2.895
P 0.877 -1.128 -0.311
H -2.766 2.034 1.163
C -1.818 2.063 0.610
C -1.547 1.230 -0.542
H -0.679 1.504 -1.196
C -3.527 -0.415 1.979
C -1.784 -2.640 2.354
C -2.599 -1.930 -0.336
C 2.338 0.773 2.982
C -0.215 0.297 4.314
C 1.372 -1.874 3.263
C 0.503 -1.146 -2.102
C 0.951 -2.922 0.015
C 2.621 -0.651 -0.255
H -1.442 3.102 0.504
H -2.490 0.816 -1.026
H -3.791 0.486 1.419
H -3.311 -0.132 3.018
H -4.363 -1.125 1.947
H -1.515 -2.312 3.361
H -1.005 -3.313 1.996
H -2.718 -3.210 2.411
H -2.691 -1.141 -1.089
H -3.578 -2.405 -0.190
H -1.896 -2.687 -0.704
H 3.006 0.294 3.702
H 2.128 1.796 3.314
H 2.843 0.812 2.008
H 0.203 -0.166 5.213
H -1.254 -0.027 4.202
H -0.195 1.384 4.427
H 2.465 -1.850 3.385
H 1.126 -2.599 2.480
H 0.925 -2.200 4.212
H 0.857 -2.093 -2.533
H 1.030 -0.330 -2.606
H -0.571 -1.056 -2.302
H 1.062 -3.451 -0.937
H 0.061 -3.326 0.497
H 1.828 -3.174 0.613
H 3.160 -1.192 -1.039
H 3.085 -0.911 0.696
H 2.749 0.419 -0.438
C -0.340 2.720 -3.947
C 0.935 3.556 -3.859
C 2.149 2.816 -4.239
C 2.093 1.587 -4.819
C 0.854 0.970 -5.124
C -0.340 1.523 -4.745
O -1.232 3.079 -3.170
H 0.758 3.861 -2.813
H 0.837 4.476 -4.463
H 3.069 3.376 -4.105
H 3.012 1.058 -5.082
H 0.886 0.039 -5.675
H -1.278 1.015 -4.940
O 0.656 3.177 1.840
C 0.316 2.117 1.479

***

[2]
65
Properties=species:S:1:pos:R:3 method="wB97M-V/def2-TZVPD" total_charge=+1 gap_ev=8.03 fmax_ev_per_a=8.803 e_lumo_ha=-0.1185
C 1.951 0.597 -0.467
C 0.539 0.691 -1.272
C 0.608 0.067 -2.750
C 0.960 -1.495 -2.801
N -0.229 -2.424 -2.766
C -1.534 -1.941 -2.173
C -1.373 -2.293 -0.612
C -0.010 -3.212 -0.507
C 0.003 -3.730 -2.024
C 1.137 -4.730 -2.541
C 2.645 -4.310 -2.179
S 3.493 -3.913 -3.797
C 5.245 -4.383 -3.516
N 5.656 -5.261 -2.474
N 7.015 -5.343 -2.554
C 7.419 -4.523 -3.654
O 6.303 -3.902 -4.318
H 1.932 -0.208 0.355
H 2.767 0.430 -1.245
H 2.136 1.622 0.009
H 0.264 1.809 -1.333
H -0.244 0.215 -0.592
H -0.363 0.342 -3.285
H 1.458 0.630 -3.291
H 1.746 -1.692 -2.000
H 1.488 -1.676 -3.811
H -0.281 -2.756 -3.750
H -2.285 -2.673 -2.653
H -1.954 -0.939 -2.504
H -1.486 -1.455 0.147
H -2.172 -3.117 -0.472
H 0.789 -2.443 -0.215
H -0.202 -3.940 0.344
H -0.966 -4.350 -2.076
H 1.014 -4.832 -3.672
H 0.947 -5.768 -2.074
H 2.745 -3.497 -1.390
H 3.164 -5.243 -1.740
H 8.501 -4.380 -3.961
O -1.195 3.077 1.426
P -2.231 3.886 2.218
O -2.082 2.988 3.613
C -0.801 2.690 4.161
C -0.262 3.825 5.009
O -3.571 3.127 1.597
C -3.502 2.518 0.314
C -3.135 1.048 0.431
O -3.350 4.910 2.998
C -3.421 5.208 4.380
C -2.606 6.441 4.714
H -0.079 2.424 3.384
H -0.927 1.804 4.788
H -0.085 4.713 4.398
H 0.681 3.540 5.480
H -0.966 4.093 5.797
H -2.807 3.057 -0.332
H -4.490 2.606 -0.147
H -2.324 0.874 1.144
H -2.832 0.648 -0.542
H -3.988 0.468 0.791
H -3.166 4.363 5.016
H -4.473 5.421 4.596
H -1.605 6.391 4.281
H -2.526 6.570 5.795
H -3.082 7.334 4.299

***

[3]
65
Properties=species:S:1:pos:R:3 method="wB97M-V/def2-TZVPD" total_charge=+3 gap_ev="4.23 / 4.53" fmax_ev_per_a=3.753 e_lumo_ha="-0.4561 / -0.4462"
Pb 1.016 -0.054 -0.777
C -0.820 4.799 1.839
Si -0.323 5.548 0.213
C 1.035 6.854 0.541
C -1.868 6.501 -0.377
C 0.241 4.330 -1.034
C 0.571 4.901 -2.259
C 1.154 4.145 -3.265
C 1.233 2.774 -3.092
N 0.785 2.187 -1.945
C 0.347 2.932 -0.917
S -0.108 2.053 0.507
H -1.075 5.596 2.542
H -0.037 4.135 2.235
H -1.680 4.165 1.634
H 0.723 7.484 1.378
H 1.184 7.521 -0.287
H 2.009 6.344 0.765
H -2.206 7.201 0.381
H -2.659 5.768 -0.506
H -1.722 7.067 -1.292
H 0.397 5.977 -2.387
H 1.623 4.628 -4.128
H 1.735 2.150 -3.817
C 1.786 -4.240 0.982
N 1.970 -3.527 2.249
C 2.152 -4.348 3.428
C 2.332 -2.202 2.295
S 3.208 -1.488 1.025
N 2.022 -1.552 3.442
C 2.720 -0.310 3.852
C 0.763 -1.833 4.172
H 0.747 -4.600 0.885
H 2.528 -5.055 0.911
H 1.988 -3.614 0.105
H 2.438 -5.345 3.083
H 1.238 -4.520 3.979
H 2.941 -3.977 4.108
H 3.623 -0.181 3.242
H 2.948 -0.389 4.929
H 2.075 0.558 3.730
H 0.158 -2.549 3.596
H 0.201 -0.907 4.278
H 0.951 -2.209 5.205
C -3.291 -2.998 -0.121
N -2.551 -3.347 -1.309
C -2.690 -4.735 -1.836
C -1.458 -2.579 -1.693
N -0.699 -1.953 -0.811
N -1.234 -2.489 -3.043
C 0.113 -2.272 -3.554
C -2.349 -2.443 -3.999
H -4.340 -3.366 -0.223
H -3.370 -1.916 -0.013
H -2.801 -3.398 0.772
H -2.196 -5.439 -1.156
H -2.211 -4.789 -2.795
H -3.748 -4.974 -1.947
H -1.036 -2.045 0.160
H 0.863 -2.677 -2.844
H 0.297 -1.198 -3.686
H 0.232 -2.792 -4.524
H -3.313 -2.700 -3.562
H -2.156 -3.152 -4.809
H -2.409 -1.454 -4.453

***

[4]
63
Properties=species:S:1:pos:R:3 method="wB97M-V/def2-TZVPD" total_charge=0 de_lowest_kcal_mol=215.9 gap_ev=7.04 fmax_ev_per_a=11.729 e_lumo_ha=-0.0927
C -8.305 -55.488 -34.026
C -8.205 -54.164 -34.474
O -8.857 -53.644 -35.375
N -7.330 -53.189 -33.590
H -7.881 -52.883 -32.693
H -6.420 -53.743 -33.266
C -6.971 -51.946 -34.182
H -7.347 -56.091 -34.038
H -8.928 -56.180 -34.618
H -8.713 -55.469 -33.097
H -6.426 -52.227 -34.994
H -6.313 -51.305 -33.407
H -7.682 -51.385 -34.730
O -5.328 -54.477 -32.823
H -4.881 -55.342 -32.740
C -4.901 -56.956 -35.936
C -4.114 -55.662 -35.945
C -3.422 -55.256 -37.296
O -5.044 -54.636 -35.605
H -5.619 -57.095 -36.978
H -5.389 -57.293 -35.150
H -4.222 -57.594 -36.064
H -3.301 -55.693 -35.279
H -2.549 -54.490 -37.432
H -4.108 -54.971 -37.864
H -2.980 -56.091 -37.589
H -5.086 -54.757 -34.698
C -5.878 -56.975 -29.360
C -7.107 -56.575 -30.100
C -8.495 -56.461 -29.320
O -6.919 -55.134 -30.414
H -5.943 -57.967 -29.039
H -5.501 -56.342 -28.634
H -5.014 -57.114 -30.157
H -7.290 -57.099 -31.136
H -8.640 -57.415 -29.054
H -9.211 -56.053 -29.922
H -8.402 -55.907 -28.448
H -6.176 -55.187 -31.095
C -2.882 -52.850 -30.024
C -4.063 -52.284 -30.645
C -4.178 -50.718 -30.293
O -4.227 -52.233 -32.037
H -2.790 -53.863 -30.396
H -3.077 -52.926 -28.810
H -1.891 -52.408 -30.208
H -4.941 -52.709 -30.341
H -3.540 -50.021 -30.657
H -4.196 -50.338 -29.194
H -5.114 -50.270 -30.584
H -4.586 -53.003 -32.315
C 0.510 -56.258 -32.256
C 1.045 -56.398 -30.842
C -0.062 -56.695 -29.808
O 0.179 -56.890 -28.594
C -1.476 -56.446 -30.141
C -1.951 -56.359 -31.605
C -0.944 -56.265 -32.604
O -1.332 -56.375 -33.864
H 1.387 -56.154 -33.095
H 2.002 -56.243 -30.747
H -2.266 -56.847 -29.542
H -2.945 -55.978 -31.744

***

[5]
71
Properties=species:S:1:pos:R:3 method="wB97M-V/def2-TZVPD" total_charge=0 de_lowest_kcal_mol=0.0 gap_ev=2.46 fmax_ev_per_a=1.210 e_lumo_ha=-0.1463
Tl 0.336 -0.880 0.131
C -2.204 -1.239 -3.980
C -2.283 -2.082 -2.710
O -1.192 -2.064 -1.939
H -1.883 -0.219 -3.784
H -3.182 -1.227 -4.488
H -1.573 -1.693 -4.753
H -2.580 -3.122 -2.980
H -3.165 -1.695 -2.135
C 4.575 -3.705 -0.522
C 3.485 -2.791 -0.688
C 3.829 -1.316 -0.929
O 2.917 -0.522 -1.150
C 5.204 -0.960 -1.024
C 6.293 -1.871 -0.796
C 5.963 -3.329 -0.587
O 6.842 -4.144 -0.429
O 7.431 -1.486 -0.753
O 2.318 -3.104 -0.573
H 4.287 -4.734 -0.345
H 5.416 0.079 -1.239
C -4.083 2.242 0.696
S -2.649 1.845 -0.315
O -2.192 0.525 0.189
C -3.534 1.509 -1.836
H -3.753 2.702 1.629
H -4.541 1.297 0.997
H -4.762 2.917 0.179
H -4.195 0.653 -1.731
H -2.797 1.446 -2.628
H -4.144 2.401 -2.029
C 3.941 2.285 0.570
S 2.284 2.960 0.516
O 1.366 1.874 0.154
C 2.126 3.230 2.288
H 4.018 1.386 1.185
H 4.627 3.060 0.911
H 4.180 1.978 -0.449
H 2.825 3.983 2.652
H 2.375 2.283 2.771
H 1.097 3.501 2.497
C -0.971 2.112 4.606
S -1.263 0.785 3.425
O -0.166 0.796 2.442
C -0.906 -0.569 4.558
H -1.441 1.933 5.570
H -1.349 3.030 4.153
H 0.104 2.247 4.731
H -0.626 -1.431 3.956
H -1.823 -0.793 5.109
H -0.115 -0.309 5.259
C 1.178 0.158 -4.135
S 0.231 1.481 -3.386
O -0.192 0.957 -2.071
C 1.629 2.538 -3.005
H 0.500 -0.681 -4.283
H 1.904 -0.176 -3.390
H 1.639 0.483 -5.065
H 2.294 1.943 -2.375
H 1.252 3.358 -2.395
H 2.165 2.912 -3.876
C -3.685 -2.142 3.138
S -2.970 -3.005 1.707
O -1.763 -2.203 1.378
C -4.162 -2.442 0.496
H -3.459 -1.081 3.025
H -3.114 -2.526 3.983
H -4.748 -2.359 3.180
H -5.201 -2.572 0.810
H -4.017 -3.023 -0.413
H -3.948 -1.391 0.296

***

[6]
74
Properties=species:S:1:pos:R:3 method="wB97M-V/def2-TZVPD" total_charge=-1 gap_ev=5.02 fmax_ev_per_a=7.710 e_lumo_ha=0.0064
C 0.687 -3.133 -1.106
C -0.203 -1.902 -1.434
C -0.746 -1.269 -0.163
O -1.937 -1.230 0.053
O 0.113 -0.773 0.784
C -0.214 0.622 1.052
C 1.070 1.395 1.500
In 1.752 2.590 -0.296
S -0.189 3.893 -1.252
C 2.511 1.096 -1.785
C 3.390 1.718 -2.905
C 3.476 0.703 -4.108
S 3.889 1.627 -5.638
C 2.484 1.727 -6.710
S 2.797 1.699 -8.324
N 1.151 1.867 -6.276
C 0.097 2.118 -7.138
C -1.004 2.146 -6.329
N -0.648 1.953 -5.005
C 0.635 1.784 -4.998
H 0.111 -3.909 -0.576
H 1.520 -2.867 -0.440
H 1.042 -3.575 -2.049
H -1.073 -2.241 -2.013
H 0.350 -1.199 -2.070
H -0.984 0.751 1.828
H -0.619 1.029 0.109
H 1.829 0.612 1.668
H 0.889 2.021 2.380
H 2.987 3.819 0.118
H 0.348 5.045 -1.724
H 1.652 0.530 -2.184
H 3.156 0.387 -1.228
H 2.861 2.613 -3.274
H 4.395 1.956 -2.539
H 2.562 0.105 -4.182
H 4.287 0.003 -3.849
H 0.098 2.254 -8.208
H -2.011 2.297 -6.707
H 1.174 1.596 -4.078
C 5.732 -4.404 6.342
O 4.910 -3.239 6.193
P 4.141 -3.069 4.696
O 5.269 -2.407 3.958
O 3.083 -2.018 5.336
C 3.563 -0.860 6.012
O 3.129 -3.406 3.432
C 2.584 -2.294 2.716
H 6.130 -4.413 7.354
H 5.147 -5.311 6.184
H 6.561 -4.376 5.632
H 4.525 -0.533 5.617
H 3.649 -1.066 7.080
H 2.834 -0.063 5.870
H 3.327 -1.515 2.551
H 1.729 -1.886 3.252
H 2.241 -2.662 1.750
C -7.022 1.017 3.724
O -6.319 0.645 2.531
P -7.011 1.155 1.077
O -7.981 0.018 0.900
O -5.611 0.940 0.301
C -4.954 -0.330 0.358
O -7.571 2.183 -0.101
C -7.479 1.739 -1.448
H -6.450 0.664 4.579
H -7.124 2.101 3.789
H -8.012 0.555 3.740
H -5.666 -1.147 0.483
H -4.234 -0.332 1.173
H -4.412 -0.474 -0.575
H -7.753 0.688 -1.543
H -6.471 1.897 -1.831
H -8.173 2.341 -2.033